{
  "formula": "C26H65O23PS6",
  "method": "wB97M-V/def2-TZVPD",
  "total_charge": 0,
  "smiles": "CCOP(=O)(CCC(=O)OC)OCC.CCOS(C)(=O)=O.CCOS(C)(=O)=O.CCOS(C)(=O)=O.CCOS(C)(=O)=O.CCOS(C)(=O)=O.CCOS(C)(=O)=O",
  "total_energy_ha": -5490.6814,
  "e_homo_ha": -0.38527,
  "mol_weight_g_mol": 969.2,
  "lumo_ev": 0.38,
  "gap_ha": 0.3993,
  "elements": ["C", "C", "O", "P", "O", "C", "C", "C", "O", "O", "C", "O", "C", "C", "H", "H", "H", "H", "H", "H", "H", "H", "H", "H", "H", "H", "H", "H", "H", "H", "H", "O", "S", "O", "O", "C", "C", "C", "H", "H", "H", "H", "H", "H", "H", "H", "O", "S", "O", "O", "C", "C", "C", "H", "H", "H", "H", "H", "H", "H", "H", "O", "S", "O", "O", "C", "C", "C", "H", "H", "H", "H", "H", "H", "H", "H", "O", "S", "O", "O", "C", "C", "C", "H", "H", "H", "H", "H", "H", "H", "H", "O", "S", "O", "O", "C", "C", "C", "H", "H", "H", "H", "H", "H", "H", "H", "O", "S", "O", "O", "C", "C", "C", "H", "H", "H", "H", "H", "H", "H", "H"],
  "positions_angstrom": [[3.34, 0.54, -1.39], [3.27, 1.67, -2.43], [1.92, 1.86, -2.96], [0.93, 2.68, -2.04], [0.76, 2.17, -0.66], [-0.55, 2.70, -3.06], [-1.32, 1.37, -3.05], [-2.38, 1.21, -2.00], [-3.41, 0.63, -2.18], [-2.04, 1.77, -0.82], [-2.00, 0.87, 0.29], [1.57, 4.14, -2.09], [0.91, 5.23, -1.42], [1.41, 5.41, 0.01], [4.01, -0.24, -1.72], [3.70, 0.96, -0.46], [2.35, 0.12, -1.24], [3.64, 2.61, -2.03], [3.88, 1.43, -3.29], [-0.22, 2.88, -4.08], [-1.20, 3.52, -2.75], [-1.85, 1.26, -4.00], [-0.64, 0.52, -2.98], [-2.90, 0.95, 0.90], [-1.90, -0.17, -0.04], [-1.13, 1.12, 0.88], [1.15, 6.11, -2.00], [-0.17, 5.12, -1.45], [1.79, 4.47, 0.41], [2.17, 6.19, 0.08], [0.58, 5.72, 0.65], [-6.35, -2.95, 0.58], [-6.18, -2.85, -0.84], [-7.32, -3.03, -1.69], [-5.04, -3.86, -1.29], [-5.16, -5.25, -0.89], [-6.23, -6.00, -1.66], [-5.35, -1.37, -1.27], [-5.33, -5.30, 0.19], [-4.18, -5.67, -1.08], [-7.22, -5.61, -1.42], [-6.20, -7.06, -1.40], [-6.08, -5.89, -2.73], [-4.48, -1.25, -0.64], [-6.06, -0.56, -1.09], [-5.08, -1.40, -2.32], [5.15, 0.62, 2.24], [5.19, 2.05, 2.24], [5.49, 2.74, 1.02], [6.15, 2.54, 3.39], [7.50, 2.02, 3.43], [8.39, 2.62, 2.36], [3.69, 2.70, 2.89], [7.46, 0.93, 3.36], [7.86, 2.29, 4.41], [8.07, 2.33, 1.36], [9.41, 2.27, 2.51], [8.38, 3.71, 2.42], [3.46, 2.18, 3.82], [2.92, 2.50, 2.15], [3.80, 3.77, 3.05], [-3.31, -8.35, -1.14], [-3.21, -8.33, -2.57], [-4.38, -8.53, -3.37], [-2.07, -9.32, -3.02], [-2.16, -10.70, -2.58], [-3.23, -11.49, -3.31], [-2.41, -6.85, -3.09], [-2.31, -10.71, -1.50], [-1.17, -11.11, -2.78], [-4.22, -11.12, -3.08], [-3.17, -12.54, -3.00], [-3.08, -11.43, -4.39], [-1.51, -6.70, -2.50], [-3.11, -6.03, -2.93], [-2.18, -6.94, -4.15], [1.14, 4.43, 3.57], [-0.17, 3.88, 3.76], [-1.09, 4.55, 4.62], [-0.02, 2.36, 4.20], [0.80, 2.08, 5.36], [0.14, 2.45, 6.67], [-0.93, 3.58, 2.20], [1.76, 2.57, 5.24], [0.97, 1.00, 5.30], [0.00, 3.53, 6.76], [0.76, 2.11, 7.50], [-0.84, 1.98, 6.75], [-0.23, 3.05, 1.56], [-1.18, 4.55, 1.78], [-1.83, 3.00, 2.37], [7.80, 4.07, 6.01], [7.93, 5.49, 5.90], [8.34, 6.06, 4.66], [8.87, 6.00, 7.07], [10.18, 5.39, 7.20], [11.15, 5.83, 6.13], [6.45, 6.27, 6.44], [10.05, 4.30, 7.21], [10.51, 5.69, 8.18], [10.85, 5.49, 5.14], [12.13, 5.41, 6.35], [11.23, 6.92, 6.10], [6.15, 5.85, 7.39], [5.70, 6.07, 5.68], [6.63, 7.34, 6.52], [-5.86, -3.98, -6.70], [-6.71, -2.92, -7.16], [-6.34, -1.57, -6.90], [-8.19, -3.20, -6.67], [-8.39, -3.42, -5.25], [-8.28, -2.17, -4.41], [-7.01, -3.11, -8.89], [-7.69, -4.19, -4.92], [-9.39, -3.84, -5.19], [-7.26, -1.77, -4.43], [-8.53, -2.41, -3.38], [-8.95, -1.39, -4.78], [-7.31, -4.13, -9.09], [-6.08, -2.87, -9.39], [-7.79, -2.41, -9.18]]
}

---

{
  "formula": "C26H66FO18PS6",
  "method": "wB97M-V/def2-TZVPD",
  "total_charge": 0,
  "smiles": "CCCCCPC[C@H](C)F.CCOS(C)(=O)=O.CCOS(C)(=O)=O.CCOS(C)(=O)=O.CCOS(C)(=O)=O.CCOS(C)(=O)=O.CCOS(C)(=O)=O",
  "total_energy_ha": -5214.8238,
  "e_homo_ha": -0.30685,
  "mol_weight_g_mol": 909.2,
  "de_lowest_kcal_mol": 0.00,
  "lumo_ev": 0.21,
  "gap_ha": 0.3146,
  "elements": ["C", "C", "C", "C", "C", "P", "C", "C", "C", "F", "H", "H", "H", "H", "H", "H", "H", "H", "H", "H", "H", "H", "H", "H", "H", "H", "H", "H", "O", "S", "O", "O", "C", "C", "C", "H", "H", "H", "H", "H", "H", "H", "H", "O", "S", "O", "O", "C", "C", "C", "H", "H", "H", "H", "H", "H", "H", "H", "O", "S", "O", "O", "C", "C", "C", "H", "H", "H", "H", "H", "H", "H", "H", "O", "S", "O", "O", "C", "C", "C", "H", "H", "H", "H", "H", "H", "H", "H", "O", "S", "O", "O", "C", "C", "C", "H", "H", "H", "H", "H", "H", "H", "H", "O", "S", "O", "O", "C", "C", "C", "H", "H", "H", "H", "H", "H", "H", "H"],
  "positions_angstrom": [[-1.37, -2.92, 0.52], [-1.05, -1.52, -0.01], [0.08, -0.79, 0.73], [-0.33, 0.01, 1.97], [-1.33, -0.63, 2.94], [-0.74, -1.93, 4.11], [0.88, -1.31, 4.74], [2.03, -1.27, 3.71], [3.16, -2.24, 4.01], [2.55, 0.03, 3.60], [-0.47, -3.32, 0.99], [-2.17, -2.92, 1.25], [-1.64, -3.59, -0.29], [-0.73, -1.64, -1.03], [-1.93, -0.88, 0.00], [0.47, -0.06, 0.03], [0.88, -1.50, 0.92], [0.54, 0.33, 2.53], [-0.79, 0.92, 1.61], [-1.69, 0.15, 3.60], [-2.20, -1.01, 2.42], [-0.31, -2.98, 3.28], [0.74, -0.34, 5.18], [1.17, -2.01, 5.51], [1.62, -1.54, 2.75], [3.04, -3.11, 3.37], [3.20, -2.56, 5.04], [4.09, -1.77, 3.71], [2.16, -4.36, -0.83], [2.38, -3.27, -1.73], [1.27, -2.53, -2.26], [3.28, -3.78, -2.94], [2.84, -4.96, -3.64], [1.70, -4.67, -4.60], [3.54, -2.15, -1.03], [2.57, -5.74, -2.93], [3.72, -5.30, -4.19], [0.80, -4.39, -4.07], [1.49, -5.55, -5.21], [1.96, -3.84, -5.26], [4.40, -2.72, -0.67], [3.04, -1.64, -0.21], [3.85, -1.43, -1.79], [-2.49, 2.28, -0.16], [-3.91, 2.09, -0.27], [-4.44, 1.22, -1.28], [-4.61, 3.51, -0.37], [-4.15, 4.42, -1.40], [-4.68, 4.05, -2.77], [-4.57, 1.63, 1.29], [-3.06, 4.46, -1.39], [-4.52, 5.40, -1.11], [-4.26, 3.11, -3.12], [-4.41, 4.83, -3.49], [-5.76, 3.95, -2.75], [-4.19, 2.31, 2.05], [-4.24, 0.61, 1.49], [-5.66, 1.66, 1.24], [6.09, -0.20, -2.06], [6.14, 0.91, -2.97], [4.99, 1.23, -3.76], [7.40, 0.73, -3.92], [7.54, -0.53, -4.61], [6.61, -0.65, -5.80], [6.69, 2.35, -2.13], [7.40, -1.35, -3.91], [8.58, -0.56, -4.94], [5.57, -0.71, -5.49], [6.85, -1.56, -6.36], [6.72, 0.21, -6.46], [7.58, 2.11, -1.56], [5.88, 2.66, -1.47], [6.89, 3.12, -2.87], [5.36, -8.11, 5.16], [3.98, -8.50, 5.19], [3.49, -9.49, 4.28], [3.08, -7.20, 5.10], [3.33, -6.29, 4.01], [2.77, -6.79, 2.69], [3.54, -8.96, 6.83], [4.40, -6.09, 3.94], [2.84, -5.36, 4.29], [3.29, -7.67, 2.35], [2.86, -6.01, 1.93], [1.71, -7.05, 2.80], [3.88, -8.19, 7.52], [4.03, -9.91, 7.04], [2.46, -9.08, 6.88], [-1.31, 5.88, -1.94], [0.04, 6.28, -1.68], [0.30, 7.41, -0.85], [0.79, 6.47, -3.08], [0.17, 7.32, -4.06], [0.35, 8.79, -3.75], [0.97, 4.90, -1.11], [-0.88, 7.06, -4.16], [0.66, 7.07, -5.00], [-0.20, 9.08, -2.85], [-0.02, 9.40, -4.58], [1.40, 9.03, -3.58], [0.79, 4.05, -1.77], [0.62, 4.67, -0.11], [2.02, 5.17, -1.10], [-7.88, 2.84, -0.31], [-8.14, 3.62, 0.86], [-8.03, 3.04, 2.16], [-9.57, 4.31, 0.71], [-10.69, 3.46, 0.41], [-11.17, 2.68, 1.62], [-7.18, 5.10, 0.81], [-10.43, 2.79, -0.41], [-11.47, 4.13, 0.05], [-10.44, 1.95, 1.95], [-12.10, 2.16, 1.38], [-11.36, 3.36, 2.45], [-7.29, 5.55, -0.17], [-6.15, 4.81, 0.98], [-7.53, 5.76, 1.60]]
}